# C14H19F6N5O3ReS2

C14H19F6N5O3ReS2 as an isolated structure (wB97M-V/def2-TZVPD, the Open Molecules 2025 dataset).

Values from the calculation:
Energy relative to the best compared isomer or geometry (same formula, charge and spin) (eV): 0.0000
Spin multiplicity: 2
Gap between HOMO and LUMO (spin up / spin down) (eV): 7.024 / 7.377
E_HOMO (spin up / spin down) (eV): -7.01 / -8.54
LUMO level (spin up / spin down) (eV): 0.0 / -1.2

Last column: Löwdin spin population.
Cartesian coordinates (Å):
1 Re -0.41104 0.03316 0.67202  -0.022
2 S 0.53130 0.28824 3.18288  0.011
3 S 0.58510 -3.07022 0.85077  0.000
4 F -3.36889 0.18492 0.96476  0.000
5 F -1.16454 -4.74225 1.85469  0.000
6 F 0.20472 -5.60734 0.41806  0.000
7 F -1.41724 -4.34363 -0.25933  0.000
8 F -2.39363 1.45265 2.42766  0.000
9 F -2.47903 -0.67804 2.73482  0.000
10 O -0.38814 -2.03138 1.30158  0.001
11 O 1.53008 -3.43734 1.87518  0.000
12 O 1.11290 -2.83089 -0.46385  0.002
13 N -1.05664 -0.31834 -0.84925  0.055
14 N 2.58368 -1.31703 3.66822  0.001
15 N 1.64670 0.20468 0.60542  0.161
16 N 2.40635 -0.55527 1.50812  0.014
17 N -0.11530 2.06891 0.31508  0.128
18 C -2.26160 0.24904 1.77130  0.001
19 C -1.60840 -0.60181 -2.15205  0.005
20 C 1.47455 3.73398 -0.40358  0.071
21 C 2.15615 1.43927 0.32906  0.260
22 C -0.86484 4.24578 -0.30594  0.105
23 C -0.51967 -4.52937 0.71334  0.000
24 C -0.50061 -1.19932 -3.01853  0.001
25 C -2.77128 -1.57835 -1.98358  0.003
26 C 0.45661 4.62865 -0.58539  0.033
27 C -2.09675 0.73593 -2.71247  0.001
28 C 1.19372 2.43002 0.06239  0.078
29 C 1.92085 -0.58577 2.76908  0.006
30 C -1.09657 2.96848 0.13875  0.015
31 C 3.62897 1.66776 0.32677  0.038
32 H -2.51494 0.58459 -3.70838  0.000
33 H 4.10363 1.09273 -0.47292  0.013
34 H -0.89724 -1.43582 -4.00705  0.000
35 H -3.22850 -1.76465 -2.95663  0.000
36 H -1.69259 4.92693 -0.43337  0.006
37 H 0.67123 5.62663 -0.94411  0.000
38 H -3.52113 -1.16421 -1.31086  0.000
39 H 2.84949 -1.38513 1.13309  0.001
40 H 0.31963 -0.48876 -3.13063  0.000
41 H -2.87230 1.15301 -2.06865  0.000
42 H -2.41997 -2.52562 -1.57755  0.000
43 H 3.23664 -2.01287 3.34143  0.000
44 H -2.09258 2.62214 0.37176  -0.001
45 H 2.08515 -1.54090 4.51323  0.000
46 H -1.27339 1.44856 -2.78358  0.000
47 H 2.49369 4.01381 -0.62368  0.003
48 H 3.87934 2.71589 0.19409  -0.001
49 H 4.06612 1.33543 1.26912  0.008
50 H -0.10978 -2.10684 -2.56129  0.000

Forces on atoms 1 to 2 (eV/Å):
-0.0584 -0.2042 0.0266
-0.0717 0.0529 -0.0339


# C26H39BClF5IN2O12S

A 3-piece molecular cluster, C26H39BClF5IN2O12S overall (wB97M-V/def2-TZVPD, the Open Molecules 2025 dataset).

Values from the calculation:
Spin multiplicity: 1
Total charge: +1
Gap between HOMO and LUMO (eV): 5.938
E_HOMO (eV): -11.63
LUMO level (eV): -5.7

Last column: Mulliken charge in e.
Cartesian coordinates (Å):
1 I 1.41397 -3.46974 -0.27184  0.293
2 Cl 2.92554 1.14724 1.27286  0.001
3 S 1.98735 -1.67645 2.49524  1.078
4 F 4.65104 -1.30553 2.95516  -0.179
5 F 4.17409 -1.70806 0.65515  -0.107
6 F -5.99628 3.80659 2.60338  -0.289
7 F 3.98909 -3.47947 2.23722  -0.174
8 F 3.75654 4.76236 2.73793  -0.284
9 O -3.24542 -1.06339 -3.66165  -0.612
10 O -4.24661 3.32896 1.28975  -0.254
11 O 2.43863 5.91927 1.34517  -0.153
12 O 2.41350 7.88930 2.45352  -0.312
13 O 4.12485 -1.08128 -3.73453  -0.318
14 O 2.06346 -0.73285 3.77031  -0.604
15 O -3.12054 2.60051 -0.55714  -0.490
16 O 6.38005 -0.12116 -4.26903  -0.517
17 O -5.33649 3.15247 -0.68284  -0.293
18 O 1.05920 7.59310 0.63444  -0.523
19 O -0.95151 -2.05676 -4.01409  -0.488
20 O 1.41009 -2.99988 3.14210  -0.520
21 N 0.64756 0.48653 -1.28811  0.665
22 N 0.85069 -0.85422 1.45264  0.735
23 C -1.20526 4.60044 1.29334  -0.899
24 C 0.26090 -1.62987 0.29633  -1.343
25 C 6.40484 -1.79004 -2.32998  -0.754
26 C -1.65729 -3.62019 0.00654  -0.509
27 C 1.89714 7.16786 1.41219  0.561
28 C -0.27314 3.79419 0.57494  -0.191
29 C 0.73144 2.87025 -0.36976  -0.129
30 C -3.26378 -7.36812 2.05530  -0.996
31 C -3.82647 -6.24647 0.95630  -0.424
32 C 5.60394 -0.94848 -3.52809  0.588
33 C -1.08968 -2.40380 0.93385  -0.871
34 C 3.24163 7.00420 3.18067  -0.451
35 C 1.97830 0.42836 -3.58367  -0.271
36 C 3.70416 -2.01178 2.01270  0.469
37 C 3.57014 0.26775 -4.03062  -0.505
38 C 1.98516 0.46829 -1.91158  -0.442
39 C -4.14693 2.99163 -0.02667  0.582
40 C 0.42019 1.29376 -0.08106  -0.790
41 C -3.31620 -3.62734 0.23352  -0.501
42 C -6.29343 3.48828 0.30177  -0.486
43 C -1.52982 -0.66969 -1.64418  -0.649
44 C -5.45011 4.05560 1.39203  0.346
45 C -3.60293 -4.69479 1.44876  -0.596
46 C -0.00839 -0.86926 -1.10375  0.268
47 C 1.15948 0.63045 1.21143  -0.078
48 C 3.58679 5.97319 2.16108  0.300
49 B -1.84651 -1.28630 -3.14985  0.366
50 H 4.46130 6.22122 1.55015  0.264
51 H 2.71622 1.36358 -1.63799  0.313
52 H 1.65000 1.49433 -3.99080  0.245
53 H -3.39303 -8.48008 1.66647  0.319
54 H -2.40728 -1.02781 -0.97222  -0.283
55 H -5.24369 5.12624 1.28888  0.300
56 H -3.31473 -6.49646 -0.08463  0.227
57 H -3.74199 -2.57524 0.51745  0.314
58 H -6.83092 2.58473 0.60851  0.277
59 H -3.81544 -4.06806 -0.75649  0.305
60 H 1.30445 -0.43398 -4.00894  0.174
61 H 2.67937 6.59280 4.02566  0.296
62 H 0.69210 1.24790 2.12896  0.441
63 H 0.01737 -0.77027 2.13155  0.829
64 H -0.74677 1.25996 0.17939  0.181
65 H -4.58766 -4.39421 2.05122  0.356
66 H -1.51491 -3.49613 -1.14740  0.097
67 H 0.36723 3.07588 -1.48869  0.372
68 H -2.73664 -4.71134 2.25316  0.200
69 H -1.87455 -1.51535 1.07976  0.454
70 H 3.75026 0.50543 -5.16241  0.354
71 H 7.39693 -2.18709 -2.82277  0.324
72 H 2.54939 -0.51977 -1.58715  0.027
73 H -1.31887 -4.70967 0.35825  0.456
74 H 6.72594 -1.08438 -1.42789  0.217
75 H -1.09985 -3.03171 -3.75465  0.323
76 H 4.17468 1.02399 -3.37253  0.302
77 H -1.73167 0.50302 -1.77864  0.166
78 H -2.13194 -7.21664 2.32508  0.254
79 H -3.85676 -7.30949 3.08820  0.260
80 H -7.01602 4.21214 -0.08459  0.273
81 H 5.74658 -2.67643 -1.89144  0.219
82 H -4.97692 -6.51800 0.81232  0.320
83 H 0.52232 -1.51420 -1.96305  0.851
84 H 4.12509 7.52079 3.56540  0.283
85 H -3.85152 -1.74939 -3.20664  0.322
86 H -0.90445 -2.83098 2.00375  0.390
87 H -2.05694 5.38433 1.56419  0.294
88 H 1.85036 3.19468 -0.33664  0.432

Forces on atoms 1 to 2 (eV/Å):
0.6159 1.1008 0.4328
-1.3428 -1.2383 -0.1445


# CH16F3O15PSZr

CH16F3O15PSZr as an isolated structure (wB97M-V/def2-TZVPD, the Open Molecules 2025 dataset).

Values from the calculation:
Spin multiplicity: 1
Gap between HOMO and LUMO (eV): 4.145
E_HOMO (eV): -6.50
LUMO level (eV): -2.4

Last column: Mulliken charge in e.
Cartesian coordinates (Å):
1 Zr 2.99890 -0.91247 -1.56127  1.336
2 S -0.14359 -0.18236 0.03999  1.219
3 P 2.58091 1.76788 -1.58589  0.759
4 F -1.17527 -0.15793 -2.53523  -0.159
5 F -2.01907 -1.83614 -1.12273  -0.193
6 F -2.61967 0.25367 -0.98019  -0.187
7 O 1.57443 2.65162 1.57342  -0.622
8 O -1.32492 2.13031 -4.32800  -0.627
9 O 3.38044 0.97485 -0.56584  -0.136
10 O 1.11627 -0.70273 -0.48085  -0.358
11 O 3.62118 2.91402 -2.04262  -0.639
12 O 3.82351 0.94376 -1.85753  -0.380
13 O 1.93466 0.65254 -2.40355  -0.552
14 O -2.04394 3.16017 1.82044  -0.633
15 O 1.32983 -1.99992 -2.80612  -0.450
16 O -4.25075 -3.50928 -0.06327  -0.612
17 O -3.16541 -1.92518 3.71645  -0.623
18 O 0.17975 -0.29344 4.47050  -0.634
19 O 3.36748 -1.56447 0.69073  -0.481
20 O -0.07927 1.26533 0.07832  -0.768
21 O -0.50232 -0.85673 1.28904  -0.591
22 C -1.57328 -0.55520 -1.27498  0.423
23 H -4.98409 -3.18203 -0.58419  0.312
24 H 0.87033 2.23068 1.08019  0.370
25 H -0.70796 1.44948 -4.05954  0.302
26 H 1.07865 -2.92334 -2.78485  0.285
27 H 3.97392 -2.23640 1.00213  0.280
28 H -1.20502 2.90262 1.43822  0.287
29 H -1.13434 2.86859 -3.74934  0.325
30 H -3.48211 -3.36887 -0.61617  0.321
31 H -0.28088 -0.09931 3.65419  0.314
32 H -3.00632 -1.91795 4.66031  0.309
33 H 0.73976 -1.60543 -3.44832  0.262
34 H 3.25238 -0.97944 1.43953  0.289
35 H -2.29289 -1.97822 3.32640  0.313
36 H 0.82915 0.40510 4.55159  0.308
37 H 1.45902 3.58693 1.40569  0.321
38 H -2.11947 2.62930 2.61336  0.312

Forces on atoms 1 to 2 (eV/Å):
-2.5649 1.2467 0.2083
-1.2201 0.0530 1.8220


no.,electronic energy (Eh)
1,-2518.2986
2,-3705.8828
3,-2262.1933